(1)
3 unconnected molecules or ions with the total composition C2H10O2S in a non-equilibrium geometry. Source: the Open Molecules 2025 dataset; level of theory: ωB97M-V/def2-TZVPD.

Properties
E_tot (eV): -17165.6816
SMILES: CCS.O.O
Total charge: 0

Element x y z (Å)
C (1.635472, 0.485450, -2.118025)
C (1.001409, 0.347566, -0.633175)
S (0.685682, -1.494455, -0.150047)
H (2.610535, -0.099163, -2.228972)
H (0.827812, 0.274914, -2.894618)
H (1.830771, 1.525366, -2.202417)
H (-0.035613, 0.878070, -0.537381)
H (1.701231, 0.757283, 0.145608)
H (1.902703, -1.923450, -0.422958)
O (-2.293856, 0.334773, 0.505241)
H (-2.939014, 0.094746, -0.198194)
H (-1.569924, -0.304943, 0.331308)
O (-1.961694, -0.670419, 3.448261)
H (-1.607083, -0.139947, 4.248305)
H (-1.788431, -0.065791, 2.707065)

Atomic forces in eV per Å
-1.328 -1.177 1.311
-0.190 -0.482 -0.518
-0.414 1.747 -0.327
-1.604 0.651 0.032
1.344 -0.248 0.966
0.527 1.028 -0.279
2.023 -0.978 -0.281
-0.767 -0.327 -0.851
0.508 -0.130 -0.109
0.117 -0.870 -1.059
0.475 0.350 0.834
-0.583 0.435 0.291
1.103 1.704 1.820
-0.910 -1.421 -1.947
-0.301 -0.282 0.116

---

(2)
C5H6F2IN in the gas phase in a non-equilibrium geometry. Source: the Open Molecules 2025 dataset; level of theory: ωB97M-V/def2-TZVPD.

Properties
E_tot (eV): -20301.4433
Total charge: 0

Element x y z (Å)
C (0.680729, 0.978244, 0.007065)
C (-0.640264, 1.154183, -0.816765)
C (1.131481, -0.473692, 0.288928)
C (0.595951, -1.264395, 1.428943)
C (0.273292, -1.736975, 0.094605)
N (-1.617422, 1.390740, 0.194539)
F (-0.985390, -1.650311, -0.342192)
F (0.886659, -2.718639, -0.564561)
I (-3.446357, 0.594815, -0.067998)
H (1.650936, 1.477211, -0.323222)
H (0.475866, 1.397410, 1.115660)
H (-0.447416, 2.123594, -1.381751)
H (-0.611153, 0.215748, -1.516531)
H (2.219136, -0.543705, -0.115028)
H (-0.166049, -0.944233, 1.998315)

Atomic forces in eV per Å
1.083 0.555 3.345
2.667 -0.442 -0.894
0.964 0.678 -1.149
2.445 -1.417 -2.775
1.289 1.022 0.074
-0.744 -0.214 -0.268
-0.623 -0.201 -0.091
0.159 -0.833 0.055
0.124 0.030 -0.171
-1.764 -0.132 -0.157
0.402 -0.398 -2.579
-0.709 -1.101 0.270
-1.037 1.989 0.944
-1.897 -0.792 1.025
-2.358 1.256 2.374

---

(3)
A molecular structure, C38H49Cl3Ge2N2O7PSSn. Source: the Open Molecules 2025 dataset; level of theory: ωB97M-V/def2-TZVPD.

Properties
E_tot (eV): -234075.8490
Spin multiplicity: 2
Total charge: -2

Element x y z (Å)
Sn (-0.210538, -0.545359, -0.206821)
C (4.283313, -0.590009, -0.075073)
C (2.936745, -1.216963, 0.185593)
O (1.929014, -0.358671, 0.248867)
C (2.831719, -2.614950, 0.361370)
C (3.972432, -3.452587, 0.200979)
C (3.941383, -4.812627, 0.467853)
C (2.761474, -5.408062, 0.900985)
C (1.605429, -4.629998, 1.022360)
C (1.586069, -3.261911, 0.730407)
O (0.475074, -2.582439, 0.829331)
H (4.186853, 0.491758, 0.007098)
H (4.657090, -0.814809, -1.082420)
H (5.041874, -0.937962, 0.634321)
H (4.893750, -3.016942, -0.165344)
H (4.836261, -5.409259, 0.326057)
H (2.728709, -6.469782, 1.119418)
H (0.665029, -5.081783, 1.319974)
N (-3.548724, 2.771380, 0.391329)
C (-2.437562, 1.959560, 0.136287)
N (-1.421679, 2.085954, 1.014449)
O (-2.432803, 1.177925, -0.804034)
H (-3.334955, 3.697651, 0.731658)
H (-4.157924, 2.782396, -0.411899)
H (-1.540612, 2.799519, 1.716583)
H (0.326848, 1.370226, 1.809468)
O (-1.073371, -0.896595, 2.115721)
S (-0.391878, -1.914501, 3.020833)
C (-0.972200, -1.333962, 4.672259)
C (0.218407, -0.725850, 5.416144)
C (1.116734, -0.146067, 4.326556)
C (1.278853, -1.276752, 3.324015)
H (-1.427442, -2.178400, 5.191216)
H (-1.738903, -0.596739, 4.439355)
H (0.762798, -1.512912, 5.946549)
H (-0.088701, 0.019068, 6.153200)
H (2.072486, 0.220533, 4.704644)
H (0.605639, 0.685292, 3.834503)
H (1.874616, -2.105258, 3.715324)
H (1.659544, -0.985724, 2.345054)
Cl (-2.181156, -2.310271, -5.634712)
Ge (-0.906762, -0.830621, -4.325162)
Cl (0.833335, -0.704533, -5.882038)
Cl (-2.010308, 1.088628, -5.033592)
C (-4.211893, -5.702544, -3.618993)
C (-2.943896, -5.065022, -3.096842)
O (-3.215547, -4.514162, -1.807071)
P (-2.218081, -3.281598, -1.309063)
O (-2.925656, -1.992613, -1.968464)
C (-4.301031, -1.637643, -1.807367)
C (-4.851950, -1.245039, -3.159993)
O (-2.883978, -3.152117, 0.186369)
C (-2.564662, -4.144353, 1.153086)
C (-3.361413, -3.837610, 2.401638)
H (-4.041813, -6.128302, -4.610065)
H (-5.000479, -4.952275, -3.694906)
H (-4.551745, -6.493582, -2.947001)
H (-2.606496, -4.284287, -3.784674)
H (-2.145139, -5.809159, -3.009018)
H (-4.331099, -0.796920, -1.111400)
H (-4.854654, -2.472259, -1.371710)
H (-4.332695, -0.367633, -3.548581)
H (-5.920042, -1.023445, -3.074190)
H (-4.708289, -2.050883, -3.881629)
H (-1.489056, -4.109447, 1.355044)
H (-2.817036, -5.136312, 0.764578)
H (-3.097918, -2.847219, 2.777464)
H (-3.157622, -4.580810, 3.176645)
H (-4.430125, -3.842511, 2.179608)
C (-0.069629, 1.522761, 0.805370)
Ge (1.018105, 2.918154, -0.040321)
C (-0.153959, 4.495811, -0.187510)
C (-0.318303, 5.421641, 0.843075)
C (-1.284125, 6.420887, 0.767703)
C (-2.108411, 6.504170, -0.346432)
C (-1.963216, 5.587199, -1.380080)
C (-0.998028, 4.591224, -1.298442)
C (2.529551, 3.364471, 1.133386)
C (3.082185, 4.641927, 1.220040)
C (4.195548, 4.889484, 2.014551)
C (4.781861, 3.853946, 2.728982)
C (4.253754, 2.572686, 2.643109)
C (3.134534, 2.332382, 1.854755)
C (1.785783, 2.773364, -1.837510)
C (2.042790, 3.954018, -2.538513)
C (2.674058, 3.929980, -3.774062)
C (3.059518, 2.719127, -4.330761)
C (2.809071, 1.538600, -3.650358)
C (2.180503, 1.564779, -2.411880)
H (0.316384, 5.362828, 1.722209)
H (-1.393745, 7.132040, 1.578872)
H (-2.860611, 7.282110, -0.409052)
H (-2.607608, 5.637233, -2.249552)
H (-0.912193, 3.872374, -2.107748)
H (2.640926, 5.456590, 0.654767)
H (4.609428, 5.889924, 2.072829)
H (5.656183, 4.042793, 3.341285)
H (4.717810, 1.756783, 3.185159)
H (2.735635, 1.325218, 1.778157)
H (1.729177, 4.906818, -2.123865)
H (2.853725, 4.856153, -4.308434)
H (3.538206, 2.694296, -5.302099)
H (3.085067, 0.590686, -4.089794)
H (1.996372, 0.637699, -1.889995)

Atomic forces in eV per Å
0.424 -0.521 0.214
-0.076 0.015 -0.057
0.030 -0.038 -0.092
0.065 0.249 -0.001
-0.011 -0.050 -0.028
-0.021 -0.044 0.028
0.009 0.053 -0.002
-0.059 0.076 0.010
0.059 -0.043 -0.030
0.110 0.071 -0.010
-0.208 0.009 0.065
0.021 0.016 -0.019
0.004 -0.011 0.008
0.010 0.023 -0.007
0.011 0.001 0.049
0.005 0.008 0.001
-0.012 -0.005 -0.003
-0.003 -0.004 -0.011
-0.082 0.013 0.118
0.159 -0.103 -0.012
0.102 0.011 0.212
-0.039 -0.048 -0.045
0.022 0.027 -0.060
0.008 0.023 -0.016
0.011 0.001 -0.022
0.207 -0.187 -0.120
0.049 -0.076 0.170
-0.200 0.156 -0.260
0.093 -0.061 0.120
0.020 0.037 -0.062
-0.061 -0.088 0.026
-0.026 0.094 -0.067
-0.018 0.030 0.019
-0.008 0.023 -0.008
0.007 0.026 0.038
-0.057 -0.007 -0.005
0.023 -0.036 -0.003
0.046 0.053 0.043
-0.001 -0.012 -0.012
0.015 -0.015 0.038
-0.019 -0.007 0.041
0.025 0.018 -0.211
0.033 0.028 0.004
-0.001 -0.008 0.030
-0.025 0.017 0.007
0.090 0.050 -0.019
-0.179 -0.062 0.122
-0.085 0.174 -0.103
0.150 -0.158 0.005
0.030 0.059 0.035
-0.012 0.000 -0.015
-0.109 -0.059 -0.145
0.180 0.071 0.009
-0.003 -0.001 0.019
0.003 0.004 0.007
0.002 -0.007 -0.018
-0.004 0.000 -0.002
-0.008 -0.024 -0.007
0.013 0.001 -0.015
-0.019 -0.005 0.018
0.006 -0.039 -0.029
-0.002 -0.008 0.015
0.006 0.031 -0.024
-0.031 -0.005 0.022
-0.017 -0.003 0.007
-0.043 -0.015 0.005
-0.018 -0.016 -0.018
0.009 0.018 0.008
-0.006 -0.016 0.008
-0.743 0.362 -0.018
0.176 -0.021 -0.095
-0.126 0.030 0.026
-0.019 0.008 -0.043
0.025 -0.029 0.011
-0.011 0.026 0.000
0.023 -0.033 0.003
-0.008 0.073 0.039
0.116 -0.039 0.023
0.013 -0.016 0.019
-0.039 0.017 0.003
0.034 -0.019 0.001
-0.045 0.031 -0.008
0.004 0.045 0.122
0.046 -0.129 -0.023
-0.019 -0.029 0.020
-0.011 0.021 0.011
0.012 0.029 -0.010
-0.001 -0.041 0.025
-0.036 0.147 -0.059
-0.008 0.000 0.006
0.004 0.002 -0.002
-0.004 -0.006 -0.001
-0.004 0.004 0.000
0.005 0.004 0.015
0.015 0.012 -0.004
-0.001 0.002 -0.010
-0.005 0.002 0.005
-0.003 -0.011 -0.008
0.005 0.005 -0.031
0.034 0.005 0.001
-0.004 0.005 0.007
-0.014 -0.015 -0.008
-0.047 -0.051 -0.039
0.039 -0.095 0.059

---

Relative energy (zero: lowest compared OMol25 entry of this formula, charge and spin) / kJ/mol: 78.3 313.8 0.0